ORCA calculation (ωB97M-V with the def2-TZVPD basis set) on a molecular structure, C19H16F3N2O2PSTi.

Structure (XYZ):
```
45
C19H16F3N2O2PSTi ωB97M-V with the def2-TZVPD basis set
Ti -1.286 -0.937 -1.111
O -1.441 0.934 -4.625
C -1.241 0.879 -3.469
O -1.535 -0.268 -2.724
C -0.618 1.952 -2.580
P -0.199 1.225 -0.967
C 1.131 0.015 -1.180
C 1.678 -0.526 0.000
C 2.653 -1.502 -0.074
C 3.081 -1.962 -1.317
C 2.545 -1.443 -2.487
C 1.575 -0.457 -2.425
C 0.188 2.425 0.287
C 1.474 2.962 0.381
C 1.725 3.945 1.322
C 0.703 4.390 2.153
C -0.575 3.856 2.057
C -0.839 2.866 1.124
H -1.361 2.737 -2.410
H 0.225 2.422 -3.090
H 1.364 -0.138 0.963
H 3.103 -1.890 0.830
H 3.851 -2.721 -1.372
H 2.893 -1.795 -3.448
H 1.185 -0.044 -3.347
H 2.269 2.618 -0.270
H 2.715 4.371 1.404
H 0.905 5.164 2.882
H -1.365 4.211 2.705
H -1.837 2.450 1.041
S -0.461 -3.293 -1.185
C -0.681 -3.126 0.479
N -0.571 -4.159 1.356
C -0.750 -4.004 2.683
C -1.058 -2.769 3.184
C -1.184 -1.728 2.264
N -0.993 -1.903 0.963
H -0.361 -5.077 0.976
H -0.643 -4.891 3.293
H -1.212 -2.616 4.240
H -1.450 -0.728 2.584
F -3.298 -1.590 -0.768
C -3.056 -0.219 -0.321
F -3.364 -0.190 0.968
F -3.883 0.555 -0.974
```

Computed properties:
Largest force on an atom in eV/Å: 0.3
Net charge: +2
Energy in hartree: -2881.75115
HOMO energy in eV: -15.394

Atom charges from the Mulliken analysis, given in e for atoms 1 to 4: Ti 0.0535; O -0.4218; C 0.3350; O -0.3388



ORCA calculation (ωB97M-V with the def2-TZVPD basis set) on C3H2N2O2S in the gas phase.

Structure (XYZ):
```
10
C3H2N2O2S ωB97M-V with the def2-TZVPD basis set
O -0.304 -2.143 1.576
N 0.450 -1.802 0.679
S 1.684 -2.680 0.065
C 0.179 -0.481 0.119
N 0.800 0.130 -0.822
C 0.121 1.325 -0.925
C -0.875 1.346 -0.017
O -0.854 0.169 0.685
H 0.438 2.090 -1.621
H -1.638 2.046 0.261
```

Computed properties:
Largest force on an atom in eV/Å: 0.8
Energy in hartree: -773.58365
HOMO energy in eV: -9.502
SMILES string: [O-][N+](=S)c1ncco1

Atom charges from the Mulliken analysis, given in e for atoms 1 to 4: O -0.4828; N 0.4703; S -0.0874; C 0.4516



ORCA calculation (ωB97M-V with the def2-TZVPD basis set) on a gas-phase ion, C3H4NO (charge -1) in a non-equilibrium geometry.

Structure (XYZ):
```
9
C3H4NO ωB97M-V with the def2-TZVPD basis set
C 1.771 -0.371 1.276
C 0.882 -0.009 0.539
C -0.051 0.525 -0.433
N -1.104 -0.487 -0.612
O -2.380 0.049 -1.128
H 2.317 -1.231 1.468
H 0.463 0.779 -1.404
H -0.578 1.417 -0.062
H -1.320 -0.672 0.357
```

Computed properties:
Largest force on an atom in eV/Å: 4.9
⟨S²⟩: 2.01
Net charge: -1
Energy in hartree: -246.45788
2S+1: 3
HOMO energy (alpha / beta) in eV: 0.915 / -5.258

Atom charges from the Mulliken analysis, given in e for atoms 1 to 4: C 0.2715; C -1.2566; C -0.6057; N -0.2642